C22H26FN3O2 | ωB97M-V/def2-TZVPD

Values from the calculation:
Total charge   0
2S+1   1
Kohn-Sham gap   8.549 eV
Max |F|   1.0 eV/A
HOMO   -7.8 eV
E_tot   -1268.50585 Eh
E_LUMO   0.71 eV
ΔE to the lowest compared entry with this formula, charge and spin   66.7 kcal per mole

Each atom is followed by the atoms it is bonded to, with distances in Å.
CARTESIAN COORDINATES (ANGSTROEM)
1 F 2.1225 -2.8790 3.3853  C20 1.354
2 O 4.5158 2.1117 1.2852  C16 1.401, C23 1.411
3 O -7.0044 -1.0464 -1.0910  C21 1.407, C24 1.360
4 N -1.5296 -0.1677 -1.0788  N6 1.332, C10 1.357, C25 1.397
5 N 2.6949 1.4202 -0.7568  C17 1.452, C19 1.447, H40 1.013
6 N -0.7708 -0.9823 -0.3482  N4 1.332, C8 1.324
7 C 2.8277 -1.4499 -0.3910  C26 1.393, C27 1.382, H52 1.076
8 C 0.4871 -0.6064 -0.5226  N6 1.324, C18 1.421, C26 1.457
9 C -3.4751 -1.4156 -0.4209  C11 1.374, C25 1.396, H39 1.078
10 C -0.7695 0.7577 -1.7177  N4 1.357, C18 1.374, H43 1.070
11 C -4.8344 -1.6180 -0.4345  C9 1.374, C24 1.398, H49 1.078
12 C 1.3265 -1.7899 1.4557  C20 1.379, C26 1.393, H30 1.078
13 C -5.1188 0.3156 -1.8304  C24 1.390, C28 1.385, H44 1.078
14 C 3.6171 -2.5561 1.5934  C20 1.383, C27 1.385, H37 1.079
15 C 2.3216 3.6992 0.2077  C17 1.539, C22 1.523, H36 1.091, H50 1.093
16 C 5.4332 1.5688 2.1949  O2 1.401, H34 1.098, H46 1.098, H47 1.088
17 C 2.2792 2.1746 0.4118  N5 1.452, C15 1.539, C23 1.532, H35 1.096
18 C 0.5442 0.5124 -1.3973  C8 1.421, C10 1.374, C19 1.496
19 C 1.7318 1.3117 -1.8319  N5 1.447, C18 1.496, H33 1.096, H41 1.106
20 C 2.3538 -2.4090 2.1369  F1 1.354, C12 1.379, C14 1.383
21 C -7.9048 -0.2138 -1.7803  O3 1.407, H38 1.095, H42 1.089, H45 1.095
22 C 1.5462 4.4670 1.2703  C15 1.523, H51 1.089, H53 1.088, H54 1.087
23 C 3.1853 1.7379 1.5680  O2 1.411, C17 1.532, H29 1.099, H32 1.100
24 C -5.6770 -0.7550 -1.1411  O3 1.360, C11 1.398, C13 1.390
25 C -2.9157 -0.3413 -1.1145  N4 1.397, C9 1.396, C28 1.388
26 C 1.5668 -1.2890 0.1781  C7 1.393, C8 1.457, C12 1.393
27 C 3.8393 -2.0758 0.3133  C7 1.382, C14 1.385, H48 1.080
28 C -3.7494 0.5193 -1.8156  C13 1.385, C25 1.388, H31 1.078
29 H 3.1182 0.6459 1.6711  C23 1.099
30 H 0.3523 -1.6878 1.9054  C12 1.078
31 H -3.3475 1.3604 -2.3577  C28 1.078
32 H 2.8564 2.1948 2.5134  C23 1.100
33 H 2.2280 0.8063 -2.6688  C19 1.096
34 H 5.2328 1.9126 3.2180  C16 1.098
35 H 1.2562 1.8652 0.6563  C17 1.096
36 H 3.3665 4.0136 0.2065  C15 1.091
37 H 4.3957 -3.0396 2.1623  C14 1.079
38 H -7.8762 0.8124 -1.3995  C21 1.095
39 H -2.8172 -2.0763 0.1193  C9 1.078
40 H 3.5854 1.7750 -1.0840  N5 1.013
41 H 1.3700 2.2855 -2.2109  C19 1.106
42 H -8.8923 -0.6357 -1.6008  C21 1.089
43 H -1.1858 1.5133 -2.3513  C10 1.070
44 H -5.7370 1.0034 -2.3851  C13 1.078
45 H -7.7051 -0.2085 -2.8568  C21 1.095
46 H 5.4000 0.4719 2.1823  C16 1.098
47 H 6.4204 1.9081 1.8865  C16 1.088
48 H 4.8148 -2.1907 -0.1351  C27 1.080
49 H -5.2780 -2.4447 0.0964  C11 1.078
50 H 1.8959 3.9307 -0.7723  C15 1.093
51 H 0.5091 4.1376 1.2992  C22 1.089
52 H 3.0138 -1.0890 -1.3875  C7 1.076
53 H 1.5624 5.5328 1.0522  C22 1.088
54 H 1.9815 4.3167 2.2545  C22 1.087

Mulliken population analysis, charges in e, atoms 1 to 2: number 1, F, carries -0.3601; number 2, O, carries -0.3516